No. 1
The following is a DFT calculation (ωB97M-V with the def2-TZVPD basis set) of a molecular structure, C30H25BBrI2N3O7Y.

Geometry as XYZ:
```
70
Properties=species:S:1:pos:R:3:forces:R:3
Y -0.876565 -0.007557 0.416846 -0.09 -0.76 0.43
O -5.326006 -1.474827 -0.327046 0.05 0.00 0.01
C -5.967851 -0.466323 0.309023 -0.05 -0.03 0.04
C -7.358321 -0.434716 0.213741 0.03 -0.03 -0.03
C -8.076942 0.568728 0.833009 0.00 0.03 0.02
C -7.423613 1.560691 1.558484 -0.02 -0.03 -0.03
C -6.047778 1.522566 1.666682 0.07 0.02 -0.02
C -5.299661 0.509501 1.062283 -0.05 0.02 0.08
C -3.826692 0.489823 1.222480 -0.22 -0.03 -0.05
O -3.140514 -0.227622 0.357871 0.62 0.14 0.24
N -3.321370 1.175764 2.201389 -0.08 -0.05 0.05
N -1.934850 1.116813 2.215049 0.36 -0.04 -0.24
C -1.364045 1.898288 3.055964 -0.12 0.00 0.06
C 0.061674 1.992788 3.336472 0.14 -0.01 0.04
C 0.404180 2.772864 4.447432 0.11 0.00 0.01
C 1.709443 2.896975 4.882283 -0.11 0.05 0.04
C 2.710365 2.224435 4.190336 0.09 -0.05 -0.06
C 2.412901 1.458195 3.080824 0.00 0.06 -0.02
C 1.096718 1.333653 2.611918 -0.33 0.10 0.13
O 0.846625 0.625069 1.536571 -0.44 -0.16 -0.16
H -4.370053 -1.265668 -0.265131 0.01 0.01 -0.03
H -7.845640 -1.206254 -0.368338 -0.01 0.00 0.00
H -9.155999 0.587251 0.735121 0.00 0.00 0.00
H -7.980200 2.368073 2.014533 -0.01 0.00 0.00
H -5.508365 2.297555 2.192903 0.00 0.01 0.00
H -2.016464 2.525304 3.663586 -0.02 0.00 -0.02
H -0.387750 3.288346 4.978367 -0.02 -0.01 -0.01
H 1.943143 3.506341 5.744754 0.01 0.00 0.00
H 3.740709 2.304058 4.517182 0.00 0.00 0.01
H 3.190018 0.941923 2.531861 -0.01 -0.01 -0.01
Br -0.837555 -1.420067 4.237209 -0.02 0.01 -0.02
C -1.641257 -2.457309 2.874969 0.04 -0.05 0.09
C -2.597843 -3.398907 3.220245 0.03 0.03 -0.02
C -3.104184 -4.197101 2.209627 0.02 0.00 -0.06
C -2.609758 -4.061120 0.921669 -0.01 -0.04 0.06
C -1.667796 -3.081368 0.676455 -0.02 -0.13 0.00
N -1.210640 -2.264940 1.641005 -0.07 0.21 -0.27
C -1.104586 -2.900926 -0.735733 0.00 -0.03 -0.04
O -1.213572 -3.828375 -1.512546 -0.02 0.00 0.01
O -0.557365 -1.756389 -0.951784 0.00 0.42 0.28
H -2.925875 -3.489140 4.244418 0.00 0.01 0.00
H -3.868291 -4.931434 2.428695 0.00 0.01 0.02
H -2.936188 -4.680331 0.099740 0.00 0.00 0.00
I -1.477220 2.584996 -1.105826 0.49 -0.14 -0.40
I -3.834432 4.645919 0.353547 0.13 -0.09 -0.05
C 6.244350 -0.884891 -4.689057 0.00 0.00 -0.01
C 5.740402 -0.230839 -3.402083 -0.01 0.00 0.02
C 6.494148 1.092852 -3.214644 0.01 0.01 -0.01
C 6.057247 -1.164805 -2.225390 0.01 0.01 0.01
C 4.231709 0.024228 -3.431032 0.01 -0.05 -0.03
C 3.414993 -0.477014 -4.446394 0.06 0.02 0.00
C 2.033033 -0.290120 -4.468208 -0.04 0.03 0.03
C 1.497274 0.426717 -3.429760 -0.11 0.05 0.08
O 0.176523 0.771954 -3.191488 0.21 -0.10 -0.10
B 0.215898 1.483256 -2.018927 -0.48 0.89 -0.02
O 1.493868 1.590220 -1.503213 -0.03 -0.07 0.06
C 2.292066 0.929546 -2.411622 -0.04 -0.16 -0.11
C 3.651163 0.745250 -2.380079 -0.03 -0.01 -0.01
H 7.328987 -0.994829 -4.637806 0.01 0.00 0.01
H 6.008737 -0.280049 -5.566761 0.01 0.01 0.00
H 5.820480 -1.879989 -4.832125 -0.01 0.00 0.00
H 7.571385 0.915271 -3.245279 0.00 0.00 0.01
H 6.266434 1.561722 -2.257398 -0.02 0.00 0.00
H 6.241015 1.801643 -4.005191 0.00 -0.01 -0.01
H 7.134086 -1.335436 -2.152303 0.01 0.00 -0.01
H 5.562351 -2.128917 -2.353369 -0.01 0.00 0.00
H 5.716414 -0.738405 -1.281154 0.01 0.00 0.01
H 3.860034 -1.036406 -5.256034 -0.02 -0.01 0.00
H 1.411962 -0.690845 -5.256336 0.01 -0.01 -0.01
H 4.234939 1.144331 -1.562507 -0.01 0.00 0.02
```
Positions in Å, forces in eV/Å.

Total energy ... -5082.2014 a.u.
Total charge ... -1
E_LUMO ... 1.877 eV
Relative energy (zero: lowest compared OMol25 entry of this formula, charge and spin) ... 0.1472 eV
Gap between HOMO and LUMO ... 6.31 eV

=====

No. 2
The following is a DFT calculation (ωB97M-V with the def2-TZVPD basis set) of a molecular structure, C30H25BrF9HfN3O2S2.

Geometry as XYZ:
```
73
Properties=species:S:1:pos:R:3:forces:R:3
Hf -0.270011 0.570130 -0.125969 0.97 -0.17 0.36
Br 0.070754 8.053323 0.742913 -0.01 -0.03 0.00
C -0.509605 6.273435 0.612835 0.00 0.04 0.00
C -1.748601 5.995569 0.047520 0.01 -0.01 0.00
C -2.177870 4.684544 -0.053774 0.08 0.12 0.04
C -1.365695 3.661170 0.423923 0.02 -0.30 -0.06
C -0.111041 3.934790 0.953509 0.00 0.23 -0.02
C 0.313827 5.248645 1.059369 -0.01 -0.09 0.00
N -1.777153 2.291293 0.312777 -0.03 0.01 -0.01
C -3.014445 1.989311 0.407911 0.02 0.03 -0.05
C -3.456947 0.618913 0.137367 0.02 0.08 0.01
C -4.794250 0.279439 0.180619 0.05 -0.09 -0.05
C -5.164079 -1.015128 -0.173356 0.01 0.05 0.01
C -4.180817 -1.901390 -0.569699 0.03 -0.02 -0.01
C -2.857263 -1.484331 -0.573591 0.01 0.00 -0.02
N -2.486074 -0.255291 -0.210769 -0.17 0.08 0.01
H -2.362673 6.800678 -0.330002 0.00 0.00 0.00
H -3.116142 4.476307 -0.550776 -0.01 -0.04 0.00
H 0.553447 3.147601 1.284576 -0.03 -0.05 0.00
H 1.284923 5.471782 1.477747 0.00 0.02 0.00
H -3.768740 2.733039 0.653926 0.03 0.03 0.00
H -5.532602 1.016246 0.465674 0.00 0.01 0.01
H -6.203819 -1.311984 -0.154807 0.00 -0.01 0.00
H -4.421222 -2.907801 -0.880591 -0.01 0.00 0.00
H -2.068967 -2.147216 -0.900530 -0.01 -0.02 0.01
F 3.770031 1.643088 3.453517 -0.02 -0.08 0.04
C 3.109292 0.610008 3.983710 0.02 0.04 -0.01
F 3.606994 -0.520583 3.445740 -0.01 0.05 0.03
F 3.357845 0.581286 5.293679 0.00 -0.01 -0.05
C 1.625624 0.705275 3.712229 -0.02 -0.02 -0.06
C 0.711950 0.749310 4.743706 0.01 0.00 0.05
C -0.658050 0.799947 4.474997 -0.02 -0.01 -0.08
C -1.059096 0.789720 3.162122 0.09 -0.05 0.14
N -0.170614 0.746328 2.154551 -0.26 0.05 -0.06
C 1.156047 0.728788 2.390966 0.10 -0.07 -0.10
S 2.099879 0.771238 0.928140 -0.23 0.07 0.08
H 1.065192 0.744594 5.766559 0.00 0.00 0.00
H -1.382811 0.844320 5.273603 -0.01 0.00 0.00
H -2.106003 0.816257 2.886702 -0.01 0.01 0.00
C 2.021228 1.418344 -3.289205 0.00 0.02 -0.06
C 0.582699 1.695465 -2.882436 -0.01 -0.04 0.02
O 0.420685 1.793726 -1.502825 -0.15 -0.21 0.20
C -0.322803 0.511378 -3.245056 -0.40 0.01 -0.08
F -1.596297 0.718954 -2.838346 -0.01 -0.01 -0.13
F -0.346057 0.088228 -4.478255 0.25 -0.01 0.03
F 0.087818 -0.540413 -2.419808 -0.09 -0.08 -0.02
C 0.078874 3.009124 -3.517838 -0.07 0.00 -0.03
F 0.866139 4.016216 -3.151811 -0.03 -0.03 -0.01
F -1.170237 3.297166 -3.120459 0.07 0.02 -0.02
F 0.083596 2.912640 -4.849482 -0.02 0.01 0.06
H 2.391981 0.539730 -2.763773 -0.02 0.00 0.00
H 2.638454 2.273180 -3.023015 -0.01 0.00 0.03
H 2.095460 1.250457 -4.362954 0.00 0.02 0.00
C 3.396232 -6.478400 -2.642879 0.01 -0.02 -0.03
C 2.555329 -5.576116 -1.792277 0.01 0.02 0.01
C 3.038812 -4.331712 -1.371287 -0.02 -0.04 -0.02
C 2.268455 -3.496546 -0.589297 -0.06 0.02 0.04
C 0.986059 -3.910353 -0.231272 0.11 0.04 0.01
C 0.473923 -5.134292 -0.645343 -0.03 -0.02 0.00
C 1.269149 -5.962050 -1.418811 0.01 0.01 0.01
S -0.031555 -2.910325 0.779888 0.23 0.10 0.03
C 0.947325 -2.734718 2.263687 -0.03 0.00 0.00
O 0.070842 -1.488579 0.162155 -0.36 0.30 -0.26
H 4.431699 -6.147808 -2.678101 0.00 0.00 0.00
H 3.012406 -6.497556 -3.664675 0.00 0.00 0.00
H 3.370128 -7.500858 -2.267454 0.00 0.00 0.00
H 4.036977 -4.028022 -1.658329 0.01 0.01 0.01
H 2.648649 -2.534766 -0.264825 0.02 0.00 -0.01
H -0.524093 -5.443477 -0.359690 -0.01 0.01 0.00
H 0.888316 -6.923088 -1.739407 -0.01 0.00 0.01
H 1.909291 -2.289271 2.013744 0.00 0.00 -0.02
H 1.076348 -3.726931 2.694646 -0.02 -0.01 -0.02
H 0.382968 -2.101945 2.947775 0.02 0.00 0.02
```
Positions in Å, forces in eV/Å.

Total energy ... -5789.8870 a.u.
Total charge ... +2
E_LUMO ... -7.046 eV
Relative energy (zero: lowest compared OMol25 entry of this formula, charge and spin) ... 0.0000 eV
Gap between HOMO and LUMO ... 6.49 eV

=====

No. 3
The following is a DFT calculation (ωB97M-V with the def2-TZVPD basis set) of a molecular structure, C30H25Cl5N5O5RuS.

Geometry as XYZ:
```
72
Properties=species:S:1:pos:R:3:forces:R:3
Ru -0.894483 -0.301155 -0.318603 0.21 -0.34 0.09
N 1.260623 -0.397170 -0.659646 0.37 0.21 0.72
C 1.954638 -1.287040 0.291908 -0.09 0.37 -0.09
C 0.970355 -2.076654 1.139018 -0.19 0.03 0.02
O 1.346097 -3.130549 1.666226 0.12 -0.04 0.05
N -0.270407 -1.555151 1.194894 0.08 0.26 0.08
C -1.307680 -2.501727 1.543111 -0.12 -0.06 0.08
C -1.997965 -2.954462 0.249176 0.01 0.23 0.05
O -2.686742 -3.968044 0.226747 -0.21 -0.30 0.03
O -1.792418 -2.182236 -0.759139 0.27 0.21 -0.45
H 1.424549 -0.632778 -1.626008 0.24 -0.11 0.08
H 1.558767 0.595114 -0.414804 -0.22 -0.26 -0.55
H 2.567333 -0.655674 0.945259 0.02 -0.15 0.01
H 2.608530 -2.005424 -0.205431 -0.01 -0.01 0.03
H -2.060212 -2.028484 2.182635 0.00 -0.02 -0.04
H -0.911268 -3.376337 2.061277 -0.03 0.06 -0.03
Cl 3.819474 3.285240 2.228233 -0.05 0.01 -0.01
C 2.061852 3.149357 2.258830 0.12 0.01 0.22
C 1.393359 3.808698 3.296177 0.09 -0.04 -0.10
C 0.025978 3.806194 3.260682 -0.08 0.00 -0.02
Cl -0.823563 4.679937 4.545264 0.01 0.02 0.00
C -0.703979 3.146370 2.260787 -0.13 -0.31 0.12
C -2.154734 3.293549 2.129911 0.17 0.04 -0.13
C -2.790184 2.863219 1.040261 0.24 0.01 0.29
C -2.093434 2.050385 0.001240 0.27 0.04 -0.02
N -0.660423 1.765873 0.258988 -0.84 -0.14 -0.46
C -0.018011 2.411576 1.266340 0.33 0.05 0.05
C 1.446472 2.483977 1.200515 -0.18 -0.24 0.17
O 2.113184 2.032755 0.191263 -0.02 -0.47 -0.06
H 1.945322 4.305992 4.078530 0.00 0.03 0.04
H -2.687713 3.836714 2.899623 0.00 -0.01 0.02
H -3.851557 3.045569 0.904276 -0.06 -0.08 0.01
H -2.158507 2.595970 -0.960475 -0.18 0.12 -0.04
Cl 0.398785 5.307774 0.445228 0.00 0.63 -0.36
C 0.309762 4.814822 -1.201354 -0.03 -0.02 -0.11
C 1.332150 4.056221 -1.753525 0.09 0.22 -0.09
C 1.240702 3.663838 -3.079050 -0.24 0.08 0.09
C 0.125054 3.941546 -3.866457 -0.10 -0.07 -0.02
C -0.069195 3.310569 -5.243272 0.02 0.06 0.05
C -1.143663 2.203310 -5.265797 -0.06 0.02 -0.06
N -1.044866 1.124656 -4.290124 -0.03 0.04 0.06
C -1.127849 -0.229291 -4.557972 0.08 -0.03 -0.04
C -1.089871 -0.872410 -3.357311 -0.01 0.14 0.04
N -0.992436 0.069264 -2.360659 -0.38 0.29 -0.24
C -0.996545 1.243773 -2.944094 0.29 0.10 0.17
O 1.158509 2.954799 -5.875237 -0.01 -0.06 0.05
C 1.606490 1.597649 -5.941256 -0.03 -0.01 -0.08
C 2.681169 1.304821 -4.940403 0.11 0.09 -0.03
C 3.962377 1.759000 -5.050533 -0.09 0.01 0.01
Cl 4.630511 2.609769 -6.392165 0.01 -0.02 0.01
S 4.896895 1.471321 -3.644586 -0.02 0.00 -0.01
C 3.574526 0.699760 -2.878053 -0.17 -0.04 -0.08
C 2.475743 0.670120 -3.680311 0.11 0.00 0.06
C -0.858795 4.739840 -3.282984 0.09 -0.08 -0.05
Cl -2.271247 5.230749 -4.204829 -0.04 -0.02 -0.03
C -0.785199 5.180676 -1.971632 0.01 -0.11 0.02
H 2.162259 3.741188 -1.133906 -0.02 -0.04 -0.03
H 2.040066 3.088726 -3.502768 0.16 -0.10 -0.08
H -0.482539 4.085327 -5.900508 0.00 -0.07 0.07
H -1.126279 1.738662 -6.254362 -0.04 0.03 0.03
H -2.114183 2.689187 -5.157641 0.04 0.02 0.04
H -1.209934 -0.597638 -5.564444 0.00 -0.04 -0.06
H -1.154220 -1.916553 -3.106960 -0.03 -0.07 0.02
H -0.927620 2.172106 -2.411458 0.03 0.10 0.06
H 2.002477 1.468544 -6.952519 -0.03 0.04 0.04
H 0.784260 0.894715 -5.812152 0.13 0.01 -0.01
H 3.663213 0.366277 -1.857321 -0.03 -0.02 0.08
H 1.519245 0.257651 -3.386322 0.03 0.06 -0.01
H -1.583184 5.769737 -1.543570 0.00 0.02 -0.01
C -2.725282 0.666324 -0.211006 0.03 -0.33 0.39
H -3.381303 0.600252 -1.085732 0.02 -0.02 -0.02
H -3.276335 0.339018 0.679080 0.01 0.07 -0.03
```
Positions in Å, forces in eV/Å.

Total energy ... -4602.3002 a.u.
Total charge ... -2
E_LUMO (alpha / beta) ... 3.470 / 3.470 eV
Relative energy (zero: lowest compared OMol25 entry of this formula, charge and spin) ... 0.0000 eV
Gap between HOMO and LUMO (alpha / beta) ... 3.96 / 3.91 eV
Expectation value of S² ... 0.76
Multiplicity ... 2

=====

No. 4
The following is a DFT calculation (ωB97M-V with the def2-TZVPD basis set) of a molecular structure, C30H25Cl5N5O5RuS.

Geometry as XYZ:
```
72
Properties=species:S:1:pos:R:3:forces:R:3
Ru -1.396451 -0.664703 -1.176547 -0.84 -0.45 -0.07
N 0.977725 -2.813413 -3.385293 0.13 0.17 -0.22
C 1.418689 -1.737359 -2.491137 0.13 -0.32 0.14
C 1.073294 -0.405835 -3.121278 0.13 -0.73 0.25
O 1.811754 0.027092 -4.034110 -0.13 0.41 -0.02
N -0.003171 0.140579 -2.586178 -0.51 1.01 -0.24
C -0.540870 1.356739 -3.185294 0.15 -0.25 0.12
C -2.060657 1.299453 -3.435011 0.06 -0.09 -0.01
O -2.540085 2.189230 -4.145036 -0.11 0.34 -0.16
O -2.715297 0.387848 -2.839119 0.14 -0.08 0.33
H 1.527545 -2.798752 -4.236023 0.04 -0.04 0.03
H 1.072128 -3.718317 -2.946001 -0.02 -0.01 0.06
H 0.915531 -1.852033 -1.519877 0.40 -0.05 -0.52
H 2.507117 -1.723430 -2.339763 0.08 -0.12 0.12
H -0.415629 2.198082 -2.491829 -0.01 0.08 -0.18
H -0.031729 1.627539 -4.106756 0.05 -0.03 -0.11
Cl 1.205870 -4.196543 1.970621 0.06 0.05 0.08
C -0.328847 -4.186125 1.115617 -0.07 0.02 0.10
C -1.202343 -5.251310 1.332497 0.04 -0.04 0.06
C -2.427174 -5.262649 0.615298 0.08 -0.08 0.05
Cl -3.430132 -6.706026 0.850035 0.02 -0.04 -0.02
C -2.800985 -4.322023 -0.281196 -0.06 -0.03 -0.19
C -3.872684 -4.456704 -1.253315 -0.04 0.04 0.10
C -3.774538 -3.748623 -2.435358 0.00 -0.02 0.00
C -2.712996 -2.879363 -2.689320 -0.06 0.11 0.08
N -1.764120 -2.588529 -1.775787 0.54 -0.23 0.20
C -1.988716 -3.056131 -0.380025 -0.13 0.25 0.01
C -0.641441 -3.074239 0.345859 -0.12 -0.10 0.06
O 0.061675 -2.008489 0.273017 0.00 0.08 0.07
H -0.935260 -6.061416 1.991388 -0.03 -0.03 0.03
H -4.656864 -5.183149 -1.100947 -0.04 -0.02 0.04
H -4.520667 -3.878849 -3.209727 -0.01 -0.03 -0.06
H -2.627889 -2.367560 -3.636501 -0.01 0.12 -0.05
Cl 4.007586 -2.127127 3.606652 -0.04 -0.09 -0.03
C 3.075886 -0.684605 3.392655 -0.06 0.13 -0.03
C 3.181683 0.046595 2.222206 0.00 -0.02 0.07
C 2.510709 1.253043 2.116175 -0.01 -0.03 0.03
C 1.707139 1.747427 3.138175 -0.06 0.00 0.04
C 1.051700 3.119947 3.085694 0.09 0.18 0.17
C -0.460093 3.120209 2.841977 -0.03 0.00 0.11
N -0.947109 2.550955 1.604379 -0.28 0.03 0.04
C -1.716121 3.230061 0.678010 0.13 -0.06 -0.09
C -1.957779 2.359857 -0.336639 0.15 0.03 0.09
N -1.354930 1.162632 -0.034308 -0.48 0.04 -0.02
C -0.816716 1.283953 1.153447 0.59 0.07 -0.24
O 1.804341 4.079286 2.359954 0.12 -0.13 -0.04
C 1.517028 4.488677 1.018791 -0.07 0.06 -0.06
C 2.272715 3.758637 -0.056859 -0.09 0.07 0.01
C 3.603314 3.929456 -0.298257 0.01 -0.06 0.05
Cl 4.669231 4.977211 0.558166 0.02 0.04 0.04
S 4.182548 2.951359 -1.578798 -0.06 0.00 -0.01
C 2.617249 2.302858 -1.846202 0.03 0.05 0.11
C 1.711831 2.818373 -0.976549 0.18 0.05 0.19
C 1.593158 0.954021 4.278092 0.02 -0.02 -0.01
Cl 0.621533 1.472375 5.641562 -0.01 0.00 0.00
C 2.261818 -0.248912 4.422255 0.04 -0.03 0.01
H 3.791285 -0.316758 1.408689 0.00 -0.01 -0.04
H 2.633341 1.832623 1.217729 0.00 0.06 -0.11
H 1.119085 3.496601 4.113584 0.00 -0.01 -0.07
H -0.804181 4.156494 2.864607 0.03 -0.04 0.04
H -0.919345 2.605563 3.688865 0.01 0.00 -0.05
H -1.996754 4.257246 0.819890 -0.02 0.07 0.03
H -2.504826 2.500858 -1.252166 -0.06 -0.03 -0.07
H -0.273912 0.497769 1.654820 -0.03 -0.04 0.04
H 1.825881 5.536744 1.005084 -0.05 -0.02 -0.01
H 0.447341 4.453471 0.802423 0.12 -0.03 0.02
H 2.452379 1.569420 -2.621286 -0.02 -0.12 -0.24
H 0.677068 2.521608 -0.981377 -0.10 -0.02 0.08
H 2.164356 -0.824497 5.330593 -0.01 -0.01 0.00
C -2.655476 -1.745315 0.152613 -0.08 -0.21 -0.03
H -2.560012 -1.634918 1.238313 0.07 0.12 -0.04
H -3.715750 -1.738173 -0.125861 0.07 0.07 -0.04
```
Positions in Å, forces in eV/Å.

Total energy ... -4602.1781 a.u.
Total charge ... -2
E_LUMO (alpha / beta) ... 3.421 / 3.420 eV
Relative energy (zero: lowest compared OMol25 entry of this formula, charge and spin) ... 2.0710 eV
Gap between HOMO and LUMO (alpha / beta) ... 2.72 / 5.25 eV
Expectation value of S² ... 8.80
Multiplicity ... 6

=====

The highest total charge belongs to which entry? C30H25BrF9HfN3O2S2